(1)
Entry from OMol25: a structure of composition C10H35N14O8Tl in a non-equilibrium geometry (wB97M-V/def2-TZVPD).

```
68
Properties=species:S:1:pos:R:3:forces:R:3
Tl 0.26636 0.57403 -0.52230 0.3 -0.6 0.6
C -4.13688 -0.88977 0.92908 1.0 0.3 0.9
C -2.91459 -0.98740 1.97916 0.8 1.2 -0.6
C -2.68169 -2.23672 2.76033 -0.4 -0.8 0.7
O -1.70106 -0.59836 1.37114 -0.7 -0.1 0.3
H -5.01703 -1.40045 1.31978 0.3 -0.5 -0.1
H -3.74178 -1.23271 -0.02716 -0.6 0.0 0.0
H -4.40874 0.16536 0.95921 0.2 -0.1 -0.6
H -3.14527 -0.24526 2.74344 -0.3 0.6 -0.1
H -1.96512 -1.98323 3.54159 0.3 -0.2 -0.4
H -2.39832 -3.10418 2.16424 -0.1 0.0 0.2
H -3.53651 -2.44830 3.40268 -0.5 -0.3 -0.5
C -0.55404 2.92618 2.62062 1.9 3.3 -1.7
O 0.19913 2.58041 1.66760 -0.9 -0.4 1.1
N -0.41823 4.13746 3.21271 1.2 -0.5 -0.2
N -1.66842 2.37409 3.00719 -1.3 -3.2 -0.7
H 0.25230 4.73717 2.75355 -0.3 0.4 0.8
H -1.14721 4.35389 3.87743 0.7 1.0 -0.3
H -2.15331 2.58423 3.86790 0.1 -0.3 -0.4
H -1.76107 1.56154 2.41450 -1.0 -0.7 0.7
C 4.18963 1.11894 0.38083 -1.7 -3.9 3.4
O 3.21769 0.58948 -0.07159 -3.4 -1.6 -1.9
N 4.63417 2.23304 0.00835 2.2 5.2 -2.4
N 4.78589 0.64616 1.49362 2.0 0.4 1.2
H 4.09412 2.68175 -0.71767 0.6 0.2 0.1
H 5.52893 2.56150 0.34248 -0.4 0.5 -0.5
H 5.57835 1.24221 1.68554 0.2 -0.9 1.0
H 4.65294 -0.19656 2.03422 -0.1 0.1 -0.9
C 1.24536 -0.92958 3.18651 0.1 -0.8 0.5
O 1.02801 -0.36470 2.13403 -0.1 0.8 -1.0
N 0.53261 -1.90247 3.71281 -3.9 -1.9 -1.5
N 2.22572 -0.78149 4.01081 5.3 3.0 0.9
H 0.46376 -2.02646 4.71280 -0.4 0.1 -0.3
H -0.25244 -1.83565 3.08087 -1.1 -1.3 1.0
H 2.97624 -0.23582 3.61198 0.3 0.2 0.7
H 2.45567 -1.47963 4.70350 0.0 0.2 -0.3
C 2.02999 -1.50932 -3.49478 0.7 2.7 0.9
O 2.00666 -0.80262 -2.48672 -0.1 0.1 0.9
N 1.54289 -2.69594 -3.64193 -1.5 -3.0 0.3
N 2.59764 -1.01884 -4.58477 1.6 2.0 -2.4
H 1.23669 -3.14642 -2.79139 -0.5 -0.1 -0.5
H 1.33193 -2.98947 -4.58503 -0.1 -0.6 0.6
H 2.88039 -1.50894 -5.42140 -0.2 -0.4 0.4
H 3.09296 -0.14711 -4.46295 -0.3 -0.1 0.1
C 0.00056 1.20005 -4.65135 1.2 -0.2 0.3
O -0.04394 0.97921 -3.44412 -0.8 0.0 0.3
N 0.68335 2.12582 -5.25805 2.7 3.8 -0.4
N -0.50037 0.46454 -5.61965 -3.4 -4.4 0.3
H 1.38634 2.64742 -4.75422 -0.2 0.1 -0.2
H 0.76769 2.00754 -6.25755 0.4 0.7 0.4
H -0.95370 -0.33090 -5.19318 -0.4 -0.3 -0.8
H -0.44977 0.49510 -6.62792 0.2 0.4 0.5
C -2.95377 2.78015 -0.92391 0.6 -0.8 -0.2
O -1.82296 2.62708 -0.49101 1.7 -0.2 0.7
N -4.01499 2.63661 -0.11500 -0.8 -0.3 1.0
N -3.23251 2.98949 -2.19443 -1.1 0.4 -1.6
H -4.94002 2.55717 -0.51263 0.1 0.0 0.3
H -3.77735 2.08019 0.69372 -0.4 0.4 0.0
H -2.54205 3.18350 -2.90558 -0.1 -0.1 0.3
H -4.20768 2.87471 -2.43101 0.4 0.3 -0.6
C 0.87523 -3.29188 0.29671 -1.8 -0.7 -0.2
O 0.95950 -2.30187 -0.33553 1.6 5.0 -3.4
N 1.34195 -4.43365 -0.03617 2.9 -4.0 -1.0
N -0.07353 -3.37530 1.16651 -3.8 0.4 4.3
H 1.90100 -4.50782 -0.87406 0.1 -0.4 0.5
H 0.95116 -5.21502 0.47062 0.6 -0.3 -0.7
H -0.68636 -2.57269 1.14765 0.2 0.0 0.4
H -0.11202 -3.98930 1.96752 0.1 0.1 -0.3
```
Forces are in eV/Å.

The charge is +2. As for the HOMO-LUMO gap: 3.8 eV. The value obtained for the max |F| is 6.3 eV/Å. The value obtained for the LUMO energy is -10.18 eV. For the electronic energy, the calculation gives -52856.866 eV.


(2)
Entry from OMol25: a structure of composition C10H36CoN13O8 in a non-equilibrium geometry (wB97M-V/def2-TZVPD).

```
68
Properties=species:S:1:pos:R:3:forces:R:3
Co 1.37906 -0.28543 0.59373 0.3 -0.7 -0.1
O -0.06569 -0.96457 -0.56715 -0.6 0.1 0.2
H -0.90316 -0.95260 -0.06414 0.5 -0.1 -0.6
C -2.29050 0.52214 3.14608 1.1 0.2 0.3
C -0.82274 0.83602 2.66917 -0.5 1.2 0.3
C 0.02526 1.57263 3.72812 -0.9 1.3 1.4
O 1.29492 2.17767 3.43956 -0.6 -1.1 -1.5
C 1.95529 2.68535 4.56120 -0.5 0.3 1.1
N -0.05743 -0.31536 2.35096 1.0 -2.0 -0.2
H -2.82218 1.44421 3.38105 -0.2 0.0 -0.4
H -2.37010 -0.07535 4.05427 0.5 -0.1 0.1
H -2.77172 -0.06378 2.36301 -0.2 0.3 -0.1
H -0.91972 1.44565 1.77083 0.1 0.2 0.0
H 0.14876 0.95216 4.61574 0.2 -0.7 -0.1
H -0.63761 2.33961 4.12867 -0.1 0.6 0.0
H 3.00800 2.88720 4.36333 -0.3 0.0 -0.4
H 1.90607 2.06175 5.45382 0.1 -0.8 -0.2
H 1.42135 3.56126 4.92969 0.2 0.7 -0.2
H -0.56582 -1.13161 2.04210 -0.8 0.0 -0.7
H 0.17894 -0.67016 3.26658 1.1 -0.3 0.3
C 3.23773 -0.70844 -1.88177 1.6 2.1 0.9
O 2.94761 -0.19217 -0.84303 -2.5 1.1 4.3
N 2.52388 -1.33085 -2.71136 -4.6 -3.2 -2.4
N 4.37662 -0.38789 -2.35379 6.1 1.1 -1.7
H 2.91149 -1.48572 -3.63108 -0.8 0.0 0.1
H 1.55234 -1.13894 -2.51288 -0.3 -1.0 -0.7
H 4.93349 0.20825 -1.75831 0.3 -0.4 -0.2
H 4.79343 -0.91075 -3.11074 0.3 0.4 0.2
C -4.60646 1.34002 0.08294 -0.3 2.7 0.1
O -5.29229 2.08010 0.72310 -2.4 1.1 3.0
N -3.32347 1.37078 0.11797 5.5 0.0 1.1
N -5.00735 0.67017 -0.93060 -3.4 -3.4 -3.5
H -2.85006 0.92523 -0.65499 0.7 0.0 0.4
H -2.85849 1.86183 0.86815 0.0 0.0 -0.6
H -4.39455 0.46789 -1.70756 -0.3 -0.4 0.1
H -6.00273 0.49896 -0.92816 0.3 0.1 -0.7
C -1.04419 -3.68203 -2.64503 -1.9 -4.2 -1.5
O -1.17977 -4.79137 -3.21800 -0.5 1.5 0.3
N 0.08027 -3.28620 -2.19428 5.2 0.9 0.7
N -1.99664 -2.84285 -2.27129 -3.2 1.5 -0.1
H 0.13694 -2.45166 -1.62820 0.3 0.0 0.7
H 0.87446 -3.88707 -2.36254 -0.2 0.3 0.1
H -2.95204 -2.99855 -2.55953 0.3 0.0 -0.1
H -1.74079 -1.88625 -2.07236 -0.2 -0.1 0.1
C 0.43114 2.78773 -0.07825 0.4 -2.9 1.1
O 0.81189 1.62614 0.06306 0.9 -0.7 0.0
N 0.64730 3.72184 0.77394 1.8 2.6 3.4
N -0.36395 3.14490 -1.00190 -3.2 1.4 -4.7
H 1.21316 3.42917 1.55767 -0.1 0.4 0.4
H 0.04982 4.53501 0.81729 0.4 -0.2 0.2
H -0.69516 2.49401 -1.69957 0.2 0.0 0.1
H -0.49019 4.13463 -1.15875 -0.2 -0.3 -0.2
C -1.70233 0.67166 -3.29466 -0.7 -2.0 3.3
O -2.72142 0.37014 -2.65291 0.3 -0.3 1.3
N -1.88698 1.20918 -4.42600 -1.2 2.3 -5.0
N -0.44615 0.50504 -2.91859 1.4 0.2 -0.2
H -1.18189 1.25347 -5.14781 -0.4 0.1 0.0
H -2.88126 1.21036 -4.60350 0.2 0.3 -0.9
H -0.22658 -0.02259 -2.08583 0.1 -0.4 1.0
H 0.23122 0.61979 -3.65893 0.2 0.0 0.5
C 3.00138 -3.07348 1.07316 -2.2 0.6 -1.6
O 2.00432 -2.39293 0.84206 -1.6 0.8 -1.1
N 3.44291 -4.06204 0.34797 -0.2 -2.2 -3.3
N 3.72866 -2.88011 2.07531 2.8 1.1 4.5
H 2.92481 -4.21468 -0.50548 0.3 -0.6 0.1
H 4.08636 -4.73577 0.73804 -0.3 0.0 -0.5
H 3.29612 -2.29075 2.77222 0.8 0.1 0.7
H 4.51638 -3.51003 2.12818 0.2 0.7 1.2
```
Forces are in eV/Å.

As for the HOMO-LUMO gap (spin up / spin down): 2.3 / 8.8 eV. Its spin multiplicity is 5. The value obtained for the max |F| is 6.4 eV/Å. The value obtained for the LUMO energy (spin up / spin down) is 0.06 / -0.04 eV. For the electronic energy, the calculation gives -84332.505 eV.


(3)
Entry from OMol25: a cluster of 8 separate species, C10H36N10O8 in total in a non-equilibrium geometry (wB97M-V/def2-TZVPD).

```
64
Properties=species:S:1:pos:R:3:forces:R:3
C 0.04029 -0.41827 2.06323 -0.1 1.0 0.5
O 1.06685 -1.37351 2.29828 0.5 -0.8 -0.3
H 0.47646 0.56922 1.76850 -0.4 -0.8 0.2
H -0.50773 -0.35492 2.98978 -0.4 0.6 0.4
H -0.71621 -0.73443 1.33123 0.8 -0.3 -0.1
H 1.60401 -1.10016 3.05790 -0.5 0.1 -0.2
C 2.48910 3.06226 1.53070 -0.9 0.4 0.0
O 2.64456 1.86313 2.24351 -1.1 0.5 2.0
H 1.40450 3.20018 1.45435 0.2 0.3 -0.4
H 2.88450 2.90441 0.52181 0.0 0.7 0.1
H 2.87148 3.94540 2.09173 0.2 -0.6 -0.5
H 3.26010 1.32384 1.79295 0.9 -0.5 -0.6
C 0.37786 0.69928 -1.37753 1.7 7.4 1.7
O 0.68387 2.00117 -1.06412 -1.3 -6.1 -1.5
N 1.17880 -0.17770 -1.90520 2.4 -2.4 -3.1
N -0.73258 0.12945 -1.05080 -2.8 1.2 2.0
H 2.00332 0.14909 -2.38869 0.1 0.2 0.1
H 0.85204 -1.17588 -2.11158 0.7 2.5 0.1
H -1.34236 0.71292 -0.52846 -0.7 0.2 0.1
H -1.08200 -0.71243 -1.43735 -0.2 0.0 -0.3
C -0.70981 -2.50534 -2.56297 -1.3 1.6 -10.1
O -0.67613 -2.24326 -3.99095 -0.5 -1.4 8.0
N 0.35625 -2.87025 -1.97060 5.7 -3.0 3.1
N -1.67938 -2.25424 -1.74151 -4.6 0.4 -0.2
H 1.17532 -3.24783 -2.49165 -1.3 0.3 0.2
H 0.39063 -3.11548 -0.93930 -0.3 0.4 -1.9
H -2.58827 -1.83311 -2.09638 1.4 -0.7 1.0
H -1.54390 -2.42735 -0.75310 -0.5 0.0 -0.3
C 3.71675 0.02785 -0.01362 1.2 3.9 -7.5
O 3.97297 0.66822 -1.20894 -0.6 -3.0 5.7
N 4.35077 0.22724 1.12025 2.4 0.4 1.8
N 2.71365 -0.77506 0.09828 -2.3 -2.8 0.2
H 5.18270 0.78451 1.24675 -0.1 -0.2 -0.5
H 4.05096 -0.33071 1.89617 0.3 -0.1 0.3
H 1.95337 -0.71229 -0.59610 0.7 0.2 0.1
H 2.43658 -1.21258 0.97096 0.1 0.3 0.0
C 3.02420 -3.41454 -3.91026 1.0 -3.7 -7.3
O 3.04372 -3.89006 -5.21088 -0.3 2.3 6.9
N 3.37875 -2.20879 -3.59348 0.0 2.0 1.8
N 2.77922 -4.19972 -2.85533 -1.1 -3.1 2.0
H 3.81687 -1.68038 -4.28048 0.6 1.2 -1.3
H 3.52605 -1.92457 -2.62597 0.1 0.0 -0.5
H 2.64129 -5.23055 -3.07204 0.2 2.1 0.6
H 2.84842 -3.87878 -1.84584 0.3 -0.8 -2.1
C -4.48474 -0.36611 -0.03212 3.0 -2.9 -5.6
O -3.84158 -0.58484 -1.22692 -2.9 1.6 5.4
N -4.65952 0.76333 0.56984 -1.7 3.3 2.3
N -4.96620 -1.39166 0.63677 -0.1 -4.6 -0.1
H -4.50951 1.55983 0.01649 0.4 1.2 -0.6
H -5.37553 0.93972 1.34766 1.6 -0.9 -1.8
H -4.73580 -2.33188 0.22957 -0.5 1.6 0.5
H -5.17450 -1.43683 1.62275 0.0 0.6 -0.1
C -1.74395 2.69824 1.14265 0.0 1.2 -0.2
C -2.25092 3.14890 2.50763 -2.1 6.0 -7.5
C -3.73310 3.39995 2.50524 -1.7 0.9 0.4
O -1.96991 2.43330 3.47033 1.6 -7.0 7.8
H -0.67803 2.49998 1.21895 0.1 -0.1 -0.4
H -1.91403 3.52705 0.41635 0.3 -0.7 0.3
H -2.26954 1.83092 0.80715 -0.3 -0.8 -0.2
H -1.71821 4.08149 2.68519 -0.4 1.2 -0.6
H -4.02068 3.92968 3.44355 0.1 -0.3 -0.7
H -4.38214 2.52090 2.45857 0.6 -0.5 0.4
H -4.13043 3.96061 1.65751 0.5 0.5 0.0
H -1.05950 2.55144 3.66960 1.2 -0.4 0.6
```
Forces are in eV/Å.

As for the HOMO-LUMO gap: 8.6 eV. As for the SMILES: NC(N)=O.NC(N)=O.NC(N)=O.NC(N)=O.NC(N)=O.CC(C)O.CO.CO. The value obtained for the max |F| is 10.6 eV/Å. The value obtained for the LUMO energy is -0.28 eV. For the electronic energy, the calculation gives -42231.268 eV.